(1)
Formula: C34H73BClF5N2O16S3
Source: the OMol25 dataset
Level of theory: ωB97M-V with the def2-TZVPD basis set

## Properties
calculated total energy	-4831.114323	Eh
structure (SMILES)	CB(O)c1c(S(=O)(=O)C(F)(F)C(F)(F)F)c(CCCCS(=O)(=O)Cl)c2nsnc2c1OC[C@H](C)O.CCO.CCO.CCO.CCO.CCO.CCO.CCO.CCO.CCO
maximum force	6.64	eV Å⁻¹
gap between HOMO and LUMO	6.8	eV

The geometry in ORCA input format:
```
! RIJCOSX wB97M-V def2-TZVPD def2/J DEFGRID3
* xyz 0 1
H -0.90793 -7.78945 -5.10102
C -2.44900 10.53079 2.14374
H 4.16672 -4.61848 -3.51893
C -1.48454 -7.85480 -9.17519
H -3.52962 1.17772 4.26088
H -7.12640 -0.73440 -2.48991
H 0.44607 -6.94889 -9.53269
H 6.02006 1.34471 0.00953
O -5.89022 1.10349 -0.98360
C -2.16426 7.00496 4.29655
C -0.98431 1.29640 1.44482
H 1.96253 3.43423 8.41023
C 4.69746 0.03448 -1.22491
C -2.50625 1.49623 3.81472
H -2.27218 6.39769 5.19973
H 5.90188 -7.36947 -3.54320
H 2.34760 -5.24701 -1.89647
H 1.76106 -5.34306 -3.57159
O 0.58850 -1.29168 6.06500
F -1.52277 -0.71759 -1.48933
O -0.34638 5.62873 3.52106
H 4.49970 -1.02457 0.73764
H 4.02798 -3.58002 -1.47105
O -2.85463 -7.56359 -9.42132
H 2.27861 -0.71797 -1.30170
H -4.18396 0.29076 2.37243
H -2.33548 11.12715 1.23299
C -0.61065 -6.74216 -9.71930
O -1.41586 -1.96801 2.58178
C -0.67274 2.77112 1.00647
H -2.32448 -4.52684 -5.20353
H 0.10800 -5.13954 -5.17618
H 3.37905 3.55355 10.48251
H -0.72738 -5.97159 -6.50116
C 1.28452 0.40470 0.33500
H -3.55845 4.43685 -1.98020
H -1.23799 -8.81223 -9.64486
C -0.77138 -2.61821 0.02911
C 3.06055 2.59170 10.07310
H -0.76103 -6.62373 -10.79644
O -1.60243 3.85136 1.29089
O 8.18768 2.25355 -1.70535
C 3.36154 -3.92217 -3.26782
H -1.90985 -5.41619 -3.72076
C 1.95751 -1.59405 6.30415
F -3.13905 -1.74941 -0.09417
H 5.24453 -0.90588 -1.58702
H -7.76577 1.91184 -1.07638
C 4.47685 -8.95585 -3.17878
H -1.70499 0.88583 4.37002
H 3.89610 -0.71173 5.93281
O -2.06385 9.19039 1.86376
C -7.12069 1.26802 -1.67883
C -1.94128 -1.91782 -0.82082
H 5.05565 -7.19644 -1.40980
H -2.66404 8.85008 1.18602
F 0.35415 -2.92818 -0.77468
S 2.58373 4.13754 -1.13856
H 3.64946 3.02609 8.04493
O -0.23158 -7.13455 -4.88060
C 4.83677 -7.49062 -3.32174
H 3.84900 1.85492 10.24840
H -5.51032 3.17918 -0.57563
O -3.61096 0.58169 1.62270
H 5.23500 2.28352 -1.43695
H -1.93665 3.38870 -0.79910
O -4.03074 5.03213 -1.35665
H 5.03425 -9.41269 -2.35553
H -4.03174 5.22558 0.80942
H 2.59283 0.46535 6.21216
H -0.87112 -5.78752 -9.25429
H -7.96284 -0.58065 -0.95169
H 3.97823 0.32994 -2.08034
F -2.26235 -2.83419 -1.89064
H 2.25578 -1.71059 0.24309
H 0.46985 -1.21629 5.10698
C -0.65481 -5.88476 -5.41212
C -0.73269 6.96934 3.79985
C -7.77847 -0.07879 -1.90521
N 2.65779 2.45908 -0.85834
H 3.41470 -9.06888 -2.94609
C 3.91593 -0.21188 0.18606
H 4.69685 -9.50335 -4.09846
S 7.27032 1.09746 -2.08783
O 0.95050 -2.24539 2.25674
H -2.84422 6.58689 3.54798
N 1.08275 4.41435 -0.31398
H -4.56188 10.15491 1.89377
H -0.61989 7.56445 2.88991
S -0.31280 -1.67351 1.61114
H -0.05450 7.36731 4.55849
H -4.18717 11.59501 2.86616
O 4.53731 -6.79198 -2.11882
H 4.26219 -7.03333 -4.13042
C -4.57550 3.11526 0.10089
H 2.09900 -1.69095 7.38313
C 5.72109 1.30502 -1.09434
H -1.34743 -7.95536 -8.09604
H -3.94616 2.24177 -0.28232
C 2.12829 -4.66581 -2.79637
H 3.93189 0.79704 0.73646
F -1.27553 -3.88434 0.50897
C 2.37590 -0.64780 -0.14601
O 6.90701 1.17148 -3.56458
C 2.84048 -0.49389 5.75035
H -4.91111 2.98871 1.19500
H -2.74961 -6.24362 -5.02468
C -3.88018 10.57054 2.64181
Cl 8.14880 -0.72717 -1.57334
H 2.68582 -0.37904 4.67250
C 1.56054 1.91889 -0.09279
C -3.70814 4.49608 -0.02115
H -2.32127 2.60856 4.00523
H 1.56120 1.17296 8.55683
H -3.98927 9.96361 3.54459
H -2.47433 8.02851 4.52020
H 2.19191 -2.55610 5.83707
C -1.98771 -5.48867 -4.80896
B -2.39638 1.08961 2.21701
H -8.72818 0.03435 -2.43387
H 3.13288 -3.32548 -4.15408
H 2.17766 2.25081 10.62199
C -0.02791 0.06513 1.14559
H -1.76948 10.92645 2.90188
H -0.94672 5.28869 2.84306
C 2.75964 2.70649 8.59183
O 2.35399 1.44523 8.07410
H -2.96883 -7.48468 -10.37809
C -2.11721 4.23513 -0.03408
H -6.92244 1.77114 -2.63081
H -5.32173 0.53989 -1.52689
O 3.82033 -3.04132 -2.24731
H -1.57553 5.16304 -0.47068
H 1.33299 -3.96345 -2.53574
C 0.62346 3.15615 0.21169
*
```

***

(2)
Formula: C34H73INO16PS7Si2
Source: the OMol25 dataset
Level of theory: ωB97M-V with the def2-TZVPD basis set

## Properties
calculated total energy	-6603.115295	Eh
maximum force	6.40	eV Å⁻¹
gap between HOMO and LUMO	8.3	eV

The geometry in ORCA input format:
```
! RIJCOSX wB97M-V def2-TZVPD def2/J DEFGRID3
* xyz 0 1
H 2.33214 5.26326 0.51243
H 2.25461 3.63975 -2.10740
H -5.06163 -2.78230 -1.60878
S 1.88719 -5.65371 0.17926
H -1.83961 8.78908 -1.47629
H 0.52338 -1.10039 1.24987
N -2.49785 -6.28656 1.09669
H -0.24680 10.64869 -2.55596
H 9.08310 -6.66729 1.40977
C 1.38134 -1.47975 0.56868
H -2.97516 -1.36843 1.70703
H -5.89263 3.37163 0.76356
C -9.21039 2.75385 1.20503
C -6.22729 -2.05271 1.78271
O 1.85934 -6.29691 1.47481
H -4.93282 -5.09533 0.35491
H -7.33624 -0.29287 2.69204
H -7.91420 2.12594 -0.43769
H 1.82960 -0.65793 -0.09427
H 1.33793 -7.83081 -0.57610
C 0.33013 8.84924 -1.51535
H 8.03853 -4.46632 0.33717
H -1.12410 1.39503 -2.64086
H 4.19413 -7.42155 -0.25253
C 5.49136 5.44101 1.67320
H 2.81383 3.03883 -3.69341
H 6.16091 4.77955 2.22688
H 0.94976 8.56239 -4.40944
O 1.11190 -4.46624 -0.10829
H -7.22205 4.41136 0.16903
O -6.47168 3.41761 3.42348
H -0.43980 1.54111 -4.28908
H 0.14998 -2.35141 -2.25334
C 5.73543 5.35496 0.17242
C -8.96620 3.38172 2.57860
Si -3.02259 -4.99910 -1.42577
C -6.60199 -2.12206 0.23067
C -7.45633 -1.44211 2.65956
H -0.41432 9.68032 -4.69555
H 6.91498 -4.88442 4.56542
H 6.87604 -5.64628 1.01475
S -7.33913 4.12290 2.50757
C -7.84603 2.38221 0.62143
H 2.98033 -8.00796 -2.30835
O 5.71605 -3.77808 2.46893
H 1.15444 8.12859 -1.54327
H 8.50498 -4.08961 4.38523
H 5.66141 6.46479 2.02260
C -5.70739 -3.68745 -1.34302
H -8.95965 2.62755 3.36775
C 1.57451 -6.89073 -1.07848
H 0.37126 9.37252 -0.55770
S -1.05514 7.75391 -3.44578
C 1.94889 3.16703 -3.04159
H -0.88360 -5.15093 0.05978
C 2.13284 -2.20872 3.07556
H -3.77353 -3.49569 1.33603
H -5.33282 -1.36274 1.95831
S 1.25788 1.56467 -2.65128
O 1.19372 1.42838 -1.21151
C -0.11455 -1.99022 -1.17939
H -1.78807 -6.63630 1.77277
H -5.40775 -5.89527 -1.22825
C 8.83996 -5.74069 1.93418
H 0.94133 5.02429 -3.54690
C -0.38367 1.90416 -3.26016
H 1.82511 -3.31185 3.16340
H -7.44024 1.51597 1.15383
H -9.70444 4.15155 2.80653
H 3.89860 3.98673 1.72009
C -0.49755 3.42226 -3.20674
P -2.61443 -2.67154 1.16638
H -7.35953 -1.78548 3.76243
O -6.84008 -3.35806 -0.46283
O 7.95207 -2.59793 2.31508
H -1.07574 7.21033 -1.12138
H 1.45382 10.23634 -2.77333
O -2.50009 -3.48244 -2.08354
H 3.68529 5.28695 2.89179
H 0.73121 -6.57568 -1.69358
C -1.81558 -5.80577 -0.16597
C 7.71527 -4.98390 1.24021
C 0.83556 3.95716 -3.73027
H -3.06377 -5.93966 -2.57504
C 3.20284 5.83288 0.84050
O 3.85128 5.29965 -1.66826
C 7.74958 -4.70056 3.88775
H 9.14862 -6.36440 4.00485
Si -1.98897 -2.31905 -0.91345
C -4.86640 -4.96896 -0.78524
H 3.13566 -2.84964 1.07816
C 4.02297 5.06315 1.87731
H -9.86798 1.88466 1.28038
H -0.64680 3.75081 -2.17253
S 7.16442 -3.80055 2.45659
H -5.94728 -3.07612 2.24182
H -1.34002 3.78256 -3.80040
H 5.77243 4.31536 -0.16124
O 1.87106 0.56082 -3.49436
H 3.03231 -2.06690 3.78707
H 4.17238 -5.13681 0.62973
C 3.58671 -5.34884 -0.26555
I -3.12983 -0.18346 -1.59341
H -6.18023 -4.04220 -2.34120
H 2.88845 6.80639 1.22150
C 2.86015 -7.00215 -1.89867
S 4.29077 6.10894 -0.55313
H 6.63232 5.88455 -0.14832
H -3.06630 -5.54442 1.52287
O 4.52818 7.52915 -0.67784
H -9.70126 3.48085 0.54950
H 0.01730 -0.83594 -1.22161
O -0.42178 6.47094 -3.65881
H 7.57156 -6.78152 3.33523
H 4.94804 -6.46992 -1.54086
S -1.22868 -3.37374 2.35384
C -0.99902 8.12918 -1.70264
H -8.45752 -1.76227 2.19726
H 9.74338 -5.12286 1.96663
O 0.78889 -2.58133 -0.20604
O -6.73354 -1.04284 -0.41771
H 2.82049 -6.30648 -2.74346
O -7.47017 5.56268 2.52348
H -1.37857 -6.76905 -0.64752
C 0.07651 9.04027 -3.96145
C 0.44905 9.81482 -2.69584
C 2.59096 -1.96486 1.55402
H 3.60887 -4.49067 -0.94172
C -6.95573 3.59694 0.84673
O -2.37761 8.05334 -3.94600
H 3.35896 -1.09359 1.57145
H 1.32556 -1.47730 3.42466
C 4.02239 -6.62187 -0.98098
H 0.88988 3.80313 -4.81342
C 8.34476 -6.00644 3.35748
*
```

***

(3)
Formula: C34H75N3SbSi5Tl
Source: the OMol25 dataset
Level of theory: ωB97M-V with the def2-TZVPD basis set

## Properties
calculated total energy	-3364.968922	Eh
maximum force	1.21	eV Å⁻¹
gap between HOMO and LUMO	6.5	eV

The geometry in ORCA input format:
```
! RIJCOSX wB97M-V def2-TZVPD def2/J DEFGRID3
* xyz 0 1
C 2.79073 -1.18035 2.94358
H -4.29965 -2.16573 -2.43928
H 2.09459 1.91924 5.70331
H 2.26769 2.42550 2.69361
C 2.61884 2.18047 4.78648
H 3.20269 -3.22955 -3.37213
H 2.83201 4.34116 -0.73290
N 6.25260 0.52810 0.63018
H 0.22274 -5.57825 -3.27159
H 2.26467 2.67391 -0.55973
C -1.71572 3.61648 -3.79165
H -1.92188 -0.86509 3.53628
C 2.16365 -2.93020 -3.22095
H -0.04159 2.67936 4.68907
H 1.62952 -3.07406 -4.16207
C 0.46983 2.94718 3.76147
H 0.41501 2.26279 -4.86726
H -0.03224 -0.74783 6.79243
N 5.48759 -1.89572 -3.07500
H 0.83480 3.66309 1.30467
C 2.59220 -4.11851 -0.41553
C 3.29158 -0.22137 -0.96961
H 1.75006 -2.52827 1.58372
H 4.36857 -1.99706 4.14471
C 0.43952 -0.17907 5.98538
C 0.44234 5.42620 -1.63543
Sb 1.01661 0.09958 2.88450
H 0.58472 5.25768 -2.70225
H -1.74682 0.64707 4.43645
H -0.52103 -2.79569 2.49685
Si -0.61042 -2.72040 -1.23628
H 1.00135 3.51481 -3.78216
H 0.37956 -6.17817 -1.62099
C 2.09369 3.61531 -1.08742
H 1.51852 -0.27313 6.09547
C -1.54270 -0.42658 4.46122
C -3.16980 -4.72466 0.19499
H -1.32640 4.61881 -3.60948
H -1.69489 -1.33033 -5.35682
C -3.09528 -1.78166 0.99218
H -3.24639 -4.25074 -4.47555
C 0.53044 2.53340 -3.81302
H 2.28241 3.44502 -2.14424
H -2.48837 1.08535 -3.06846
C -1.46603 1.16752 -3.42689
H -2.60385 -5.62384 -0.05902
C 5.11973 -1.23883 -2.20051
H -0.31565 -4.46746 1.97542
H -3.89721 -1.07784 -3.77188
Si -0.64978 2.80434 -1.21024
H -0.56756 -2.68117 -5.24775
C -3.51475 -1.52866 -2.85367
Tl -0.18261 0.06032 -0.40946
H -2.10591 -0.85368 5.29637
H -3.71827 -1.96576 1.87107
C -1.02489 -1.86688 -4.68205
H -1.72046 -4.01447 2.94286
H 2.12709 -4.56862 0.46350
C 0.64908 4.53166 0.67200
H 3.50830 1.56208 4.70089
H -3.26242 2.91572 1.60427
C 2.33225 -2.56783 2.50600
Si 1.36764 -3.88628 -1.81704
H -0.23776 2.83329 2.94196
H 3.19549 -3.21646 2.33924
C 4.64668 -0.44640 -1.12607
H -3.64819 2.36007 -1.96789
H 0.16679 0.86860 6.12122
Si -2.01869 -3.28036 0.57385
H -3.82301 -4.49391 -0.64917
H -1.47599 0.99744 -4.50756
C 3.55491 -1.27472 4.25764
H -3.84499 4.69760 -0.07449
H -2.47584 -0.90538 1.20430
C -3.43115 2.18105 -0.91583
H -2.74522 3.58465 -3.43359
C -0.84652 2.53777 -3.13016
C 1.71014 2.07414 3.56786
H -0.87971 0.36360 -2.97755
H 3.44262 -0.75632 2.17447
H 0.12582 -1.77221 4.58412
H -1.60733 3.52403 1.65565
H 1.71677 -3.03055 3.28228
H 3.40697 -4.77067 -0.73853
C 0.67558 4.15024 -0.81394
H -3.75966 -1.52396 0.16343
H -4.36482 2.30502 -0.35827
H -3.80466 -4.96237 1.05153
C -2.36926 3.14006 -0.36068
C 5.54163 0.09689 -0.17046
H -3.11294 1.14017 -0.79998
H 0.74745 4.00315 3.82660
H -0.29350 4.99243 0.96823
H 2.17154 -1.85947 -3.00420
H -1.70242 -4.91094 -3.94817
N 2.15941 -0.01026 -0.81852
H -0.22534 -1.18373 -4.39490
H -1.73391 3.45741 -4.87468
H -3.03043 -4.77360 -2.80348
C -2.53820 -4.27953 -3.64340
H 2.91215 -1.62875 5.06615
H -2.18977 5.29489 -0.04701
H 1.16089 6.18979 -1.32130
H 3.03087 -3.16560 -0.11608
H -1.90787 1.81726 1.31302
C -1.05472 -3.68055 2.14324
H 1.77829 -6.17099 -2.69652
H 4.00005 -0.32755 4.54996
C -0.04740 -0.69315 4.63538
H -3.32976 -0.72408 -2.13993
C -2.27310 2.83411 1.14198
H 2.95128 3.21885 4.88357
C -2.85764 4.58349 -0.53399
H -2.94662 4.86496 -1.58441
H -0.55895 5.83171 -1.48265
H 1.20379 1.80645 -3.35051
Si -1.95192 -2.54453 -3.18038
H 1.44271 5.26039 0.86435
C 0.88541 -5.61190 -2.40628
*
```

***

Among the records above, which one has the highest maximum force?
C34H73BClF5N2O16S3